Arrangement one

Molecular formula: C5H12N3
Method: DFT, wB97M-V/def2-TZVPD

Computed properties:
**Orbital gap (alpha / beta)**: 8.248 / 8.249 eV
**LUMO energy (alpha / beta)**: -5.512 / -5.511 eV
**E_HOMO (alpha / beta)**: -13.760 / -13.761 eV

Structure (ORCA input):
```
! RIJCOSX wB97M-V def2-TZVPD def2/J DEFGRID3
* xyz 1 1
C 1.284 0.250 0.855
C -0.920 0.314 -2.228
C -0.986 0.935 -0.865
C -1.401 0.194 0.387
C -0.531 -1.131 0.551
N 1.036 -1.437 2.243
N 0.688 -0.852 1.242
N 2.473 0.535 0.665
H -0.696 1.046 -2.894
H -0.308 -0.553 -2.216
H -1.958 -0.039 -2.522
H 0.060 1.278 -0.657
H -1.690 1.682 -0.945
H -1.034 0.799 1.366
H -2.503 -0.001 0.459
H -0.357 -1.580 -0.471
H -0.992 -1.859 1.167
H 1.831 -1.042 2.800
H 3.309 -0.078 0.535
H 2.696 1.537 0.528
*
```



Arrangement two

Molecular formula: C5H12N3
Method: DFT, wB97M-V/def2-TZVPD

Computed properties:
**Orbital gap (alpha / beta)**: 7.341 / 7.340 eV
**LUMO energy (alpha / beta)**: -3.628 / -3.628 eV
**E_HOMO (alpha / beta)**: -10.969 / -10.968 eV

Structure (ORCA input):
```
! RIJCOSX wB97M-V def2-TZVPD def2/J DEFGRID3
* xyz 1 1
C 2.127 0.972 -0.162
C 3.251 -1.140 0.355
C -0.138 0.403 0.711
C -1.397 -0.317 -1.320
C -2.448 -0.228 0.867
N 2.820 -0.136 -0.265
N 0.838 1.186 0.115
N -1.429 0.382 -0.010
H 2.675 1.845 -0.495
H 3.096 -1.309 1.418
H 3.805 -1.879 -0.209
H 0.191 -0.609 0.926
H -2.349 -0.217 -1.839
H -0.605 0.091 -1.942
H -1.194 -1.371 -1.148
H -3.386 -0.344 0.333
H -2.099 -1.207 1.189
H -2.600 0.387 1.750
H 0.547 2.138 -0.085
H -1.705 1.353 -0.188
*
```



The least stable of them is arrangement one.



Arrangement one

Molecular formula: C5H12N3
Method: DFT, wB97M-V/def2-TZVPD

Computed properties:
**Orbital gap**: 8.539 eV
**LUMO energy**: -3.607 eV
**E_HOMO**: -12.146 eV

Structure (ORCA input):
```
! RIJCOSX wB97M-V def2-TZVPD def2/J DEFGRID3
* xyz 1 1
C -2.186 -2.269 0.723
C -1.585 -1.797 -0.381
C -1.995 -0.811 2.515
N -2.720 -1.417 1.680
H -2.574 -3.281 0.803
H -1.706 -0.731 -0.543
H -1.205 -2.423 -1.170
H -2.480 -0.050 3.116
H -0.928 -1.030 2.621
C 2.592 1.694 -2.125
N 0.415 0.735 0.679
C 0.970 1.386 -0.325
N 2.073 1.040 -0.919
H 3.590 2.074 -1.901
H 1.970 2.545 -2.380
H 2.661 0.988 -2.947
H 0.534 -0.256 0.849
H -0.478 1.097 0.976
H 0.461 2.274 -0.680
H 2.589 0.231 -0.591
*
```



Arrangement two

Molecular formula: C5H12N3
Method: DFT, wB97M-V/def2-TZVPD

Computed properties:
**Orbital gap (alpha / beta)**: 8.043 / 8.042 eV
**LUMO energy (alpha / beta)**: -3.847 / -3.847 eV
**E_HOMO (alpha / beta)**: -11.890 / -11.890 eV

Structure (ORCA input):
```
! RIJCOSX wB97M-V def2-TZVPD def2/J DEFGRID3
* xyz 1 1
C 2.112 -3.109 -1.249
N 1.384 -2.208 -0.367
N 0.134 -1.819 -0.794
C -0.777 -0.898 -0.396
C -0.934 0.401 0.240
C -0.426 1.236 1.285
N -0.681 2.503 1.520
C -1.361 3.393 0.708
H 3.034 -2.760 -1.587
H 2.289 -3.834 -0.471
H 1.462 -3.407 -2.030
H 1.861 -1.366 0.044
H -0.187 -2.515 -1.421
H -1.631 -1.064 -0.917
H -1.592 0.900 -0.419
H 0.230 0.801 2.077
H -0.318 2.961 2.429
H -0.937 3.477 -0.241
H -2.223 2.961 0.341
H -1.437 4.347 1.249
*
```



The least stable of them is arrangement two.



Arrangement one

Molecular formula: C5H12N3
Method: DFT, wB97M-V/def2-TZVPD

Computed properties:
**Orbital gap**: 10.173 eV
**LUMO energy**: -3.772 eV
**E_HOMO**: -13.945 eV

Structure (ORCA input):
```
! RIJCOSX wB97M-V def2-TZVPD def2/J DEFGRID3
* xyz 1 1
C -1.471 0.767 1.557
C -1.439 -0.044 0.263
C -0.673 0.601 -0.972
C 0.752 1.074 -0.658
N 1.694 0.122 -1.003
N 1.935 -0.847 -2.133
C 2.112 -1.146 -0.814
N 2.470 -2.023 0.092
H -2.447 0.628 1.993
H -0.903 0.261 2.229
H -1.202 1.821 1.405
H -1.166 -1.095 0.419
H -2.412 -0.152 -0.172
H -0.674 -0.162 -1.801
H -1.368 1.383 -1.235
H 1.085 1.139 0.371
H 0.942 2.032 -1.205
H 2.660 -0.586 -2.836
H 2.955 -2.947 -0.063
H 2.142 -1.883 1.065
*
```



Arrangement two

Molecular formula: C5H12N3
Method: DFT, wB97M-V/def2-TZVPD

Computed properties:
**Orbital gap (alpha / beta)**: 6.777 / 7.666 eV
**LUMO energy (alpha / beta)**: -7.255 / -6.278 eV
**E_HOMO (alpha / beta)**: -14.032 / -13.944 eV

Structure (ORCA input):
```
! RIJCOSX wB97M-V def2-TZVPD def2/J DEFGRID3
* xyz 1 1
C 1.169 -0.983 0.496
C -1.228 -0.561 0.325
C -2.042 -1.455 -0.648
C 3.119 0.258 -0.255
C -1.249 1.940 0.383
N -0.059 -1.309 0.628
N 1.773 -0.134 -0.261
N -0.954 0.696 -0.243
H 1.772 -1.663 1.128
H -1.817 -0.448 1.248
H -2.193 -2.426 -0.186
H -1.502 -1.582 -1.581
H -3.000 -0.982 -0.839
H 3.414 0.747 0.682
H 3.785 -0.599 -0.416
H 3.268 0.938 -1.096
H -1.851 2.555 -0.295
H -1.805 1.785 1.306
H -0.343 2.513 0.604
H -0.258 0.709 -0.982
*
```



Arrangement three

Molecular formula: C5H12N3
Method: DFT, wB97M-V/def2-TZVPD

Computed properties:
**Orbital gap**: 8.975 eV
**LUMO energy**: -3.739 eV
**E_HOMO**: -12.715 eV

Structure (ORCA input):
```
! RIJCOSX wB97M-V def2-TZVPD def2/J DEFGRID3
* xyz 1 1
C 2.755 0.298 -0.223
N 1.435 -0.334 -0.490
C 0.371 -0.308 0.354
N -0.274 -1.555 0.672
C -1.418 -1.745 0.032
N -2.021 -0.642 -0.407
C -1.025 0.418 -0.480
C -1.378 1.688 0.284
H 2.966 1.044 -0.953
H 2.503 0.885 0.739
H 3.564 -0.286 -0.006
H 1.548 -1.041 -1.240
H 0.651 0.263 1.247
H 0.259 -2.310 0.977
H -1.883 -2.708 0.047
H -3.011 -0.330 -0.622
H -0.697 0.511 -1.496
H -2.229 2.274 -0.061
H -0.523 2.521 0.262
H -1.593 1.357 1.363
*
```



The least stable of them is arrangement two.